Record 1
This record from OMol25 describes a 2-piece molecular cluster, C14H28BBrN2O13P2S overall. The level of theory is the ωB97M-V functional and the def2-TZVPD basis.

The value obtained for the LUMO energy is -0.06 eV. The SMILES is COB(O)[C@@]1(P(N)O)CC[C@@](CC(=O)Br)(N(C(C)=O)C(C)=O)S(=O)(=O)O1.COP(=O)(OC)OC.

Element x y z (Å)
Br 1.2951 4.3428 3.1424
S 0.0229 1.8043 0.6730
P 0.6801 -0.1730 4.3181
P -4.0269 -2.4100 -3.5031
O 0.7778 1.4107 4.6748
O 3.1597 2.3899 3.2770
O -3.3841 -3.1920 -2.2866
O -0.1692 3.2119 0.5549
O 0.9405 -0.2511 -2.1339
O -5.5370 -2.3820 -3.0430
O -3.7750 -2.9832 -4.8250
O -0.2139 1.3545 2.1637
O -2.4136 -0.3318 2.2014
O -1.1111 -2.2625 2.7788
O 2.5304 3.4419 -2.2065
O -3.5914 -0.8911 -3.3477
O -0.7868 0.9853 -0.1707
N 2.0042 1.5256 -1.0764
N 2.3065 -0.6670 4.3852
C 1.9625 0.2528 -1.7679
C -2.3032 -0.5446 -2.8197
C 0.1292 -0.0433 2.4911
C -6.4533 -1.6351 -3.8520
C 2.4657 2.9475 2.4862
C 1.8445 1.5208 0.3704
C 2.9606 2.4838 -1.6369
C -3.0156 0.3489 3.3026
C 2.5875 2.7216 0.9898
C -2.1068 -3.8196 -2.4461
C 2.2497 0.2306 1.0959
C 1.0899 -0.6895 1.4950
C 3.2677 -0.4231 -2.1309
C 4.4525 2.3182 -1.4788
B -1.2137 -0.9150 2.4906
H -2.2333 -0.8416 -1.7743
H 2.4409 -1.6418 4.1619
H -3.6276 -0.3332 3.8903
H -1.3529 -3.2360 -1.9180
H -2.1996 0.5340 -2.8761
H 3.7116 0.1573 -2.9427
H -1.4517 -2.4282 3.6656
H 2.2947 3.6477 0.5033
H -3.6292 1.1545 2.9150
H 1.2579 1.4992 5.5082
H 2.7800 0.4581 2.0145
H 4.9505 2.2949 -2.4412
H -6.1719 -0.5821 -3.8738
H -2.1635 -4.8131 -2.0074
H 3.0587 -1.4068 -2.5273
H 4.7308 1.4564 -0.8849
H -1.8349 -3.9061 -3.4975
H 3.6542 2.5598 0.8613
H -2.2733 0.7998 3.9665
H 0.5748 -1.0477 0.6059
H 3.9976 -0.4263 -1.3324
H -6.4768 -2.0338 -4.8661
H 2.9879 -0.0674 3.9309
H 2.9348 -0.3779 0.5127
H -1.5039 -1.0061 -3.4005
H -7.4350 -1.7335 -3.3981
H 1.5376 -1.5506 1.9830
H 4.8160 3.1930 -0.9442

Results of the Löwdin charge analysis, in e, for atoms 1 through 4: 0.82, 0.66, 0.91, 0.33

Record 2
This record from OMol25 describes an isolated ion of composition C4H7N2O and charge +1. The level of theory is the ωB97M-V functional and the def2-TZVPD basis.

The value obtained for the LUMO energy is -4.23 eV. The net charge is +1. The calculation puts the energy above the lowest of the compared OMol25 structures with the same formula, charge and spin at 5.0999 eV. The SMILES is C=C=CONC=[NH2+].

Element x y z (Å)
O 0.2275 1.7194 -0.0039
N -2.6140 -0.4889 0.0675
N -0.7140 0.6770 0.3658
C 1.8791 -0.0204 0.1599
C -1.6157 0.1782 -0.4303
C 1.5047 1.1721 -0.2151
C 2.2768 -1.2799 0.1279
H 2.6916 -1.6590 1.0457
H 2.0978 -1.7376 -0.7278
H -3.2619 -0.7109 -0.6546
H 1.9651 2.0568 -0.5874
H -0.3241 0.1347 1.1567
H -1.5595 0.6802 -1.3484
H -2.5534 -0.7219 1.0441

Results of the Löwdin charge analysis, in e, for atoms 1 through 4: -0.02, 0.23, 0.07, -0.06

Record 3
This record from OMol25 describes C20H26Cl2N3STc as an isolated structure. The level of theory is the ωB97M-V functional and the def2-TZVPD basis.

The value obtained for the LUMO energy (alpha / beta) is -13.32 / -13.26 eV. The net charge is +3. Its spin multiplicity is 2.

Element x y z (Å)
Tc 0.4179 3.3939 0.8581
Cl -4.1241 4.8708 0.1738
Cl -1.2547 4.5231 -0.2641
S 4.2277 3.1106 3.4493
N 1.0242 2.0705 -0.5338
N -0.4212 1.6845 1.5655
N 1.9245 3.1527 1.9097
C 0.9866 -0.1886 -1.2745
C -1.7447 -3.2271 1.9372
C -1.4730 -0.7618 2.4099
C -1.6608 0.4165 3.1501
C -1.1266 1.6006 2.7096
C -0.7068 -0.6547 1.2405
C 2.9435 3.1380 2.5919
C 2.1776 -0.8878 -3.4211
C 2.1786 1.4697 -2.5231
C 1.6129 -0.4473 -4.7873
C -0.1972 0.5590 0.8354
C -1.5147 -2.3797 4.2786
C 0.6203 0.7795 -0.3673
C 1.8017 2.3963 -1.5887
C 1.6428 -2.2909 -3.0971
C 1.7702 0.1295 -2.3938
C -2.9283 4.3153 -0.9669
C -3.6042 -1.8889 2.9371
C -2.0722 -2.0585 2.8788
C 3.7175 -0.9432 -3.4696
H 4.1379 -1.1939 -2.4941
H 2.7947 1.7892 -3.3516
H 0.5504 -2.3062 -3.0897
H -2.9375 4.9331 -1.8608
H -4.0112 -1.6123 1.9630
H -0.4252 -2.4449 4.2675
H 2.0320 0.5057 -5.1161
H 1.9669 -2.9845 -3.8695
H 0.6668 -1.2082 -1.1171
H -2.2013 -4.1357 2.3233
H 4.0259 -1.7059 -4.1820
H -1.2493 2.5139 3.2813
H -2.1568 -3.0603 0.9393
H -4.0553 -2.8324 3.2386
H -3.0578 3.2602 -1.1828
H -2.2236 0.4123 4.0728
H -3.9046 -1.1313 3.6634
H 1.8680 -1.1962 -5.5348
H 2.0434 -2.6583 -2.1493
H -1.7998 -1.6281 5.0173
H 4.1528 0.0049 -3.7912
H -0.5091 -1.5366 0.6488
H 0.5262 -0.3513 -4.7564
H 2.1283 3.4282 -1.6603
H -1.9114 -3.3365 4.6126
H -0.6680 -3.4073 1.8893

Results of the Löwdin charge analysis, in e, for atoms 1 through 4: 1.32, 0.67, 0.60, 1.09

Record 4
This record from OMol25 describes C24H29N5PdTe as an isolated structure. The level of theory is the ωB97M-V functional and the def2-TZVPD basis.

The value obtained for the LUMO energy is -6.39 eV. The net charge is +2. The calculation puts the energy above the lowest of the compared OMol25 structures with the same formula, charge and spin at 0.1549 eV.

Element x y z (Å)
Te 0.3009 1.2252 -2.3987
Pd -0.0190 -0.1778 0.1258
N -0.2796 1.4840 1.2666
N -2.1039 -0.6878 -0.1393
N 2.0872 -0.5597 0.4808
N 0.1596 -1.9418 -0.6876
N -0.1281 2.7594 0.8422
C -2.2142 -1.9572 -0.6301
C 1.5530 -3.6752 -1.4653
C 3.0416 0.1530 1.1080
C -4.4821 -0.6121 -0.0041
C -0.4071 3.6463 1.8195
C -0.9509 -2.6262 -0.9986
C -3.2313 -0.0011 0.1104
C 2.2172 0.5816 -3.0630
C 2.6789 1.2353 2.0728
C -3.4275 -2.5891 -0.7842
C 2.4796 -1.6005 -0.3135
C -0.8390 -3.8669 -1.6052
C 4.3946 -0.1221 0.9005
C -0.6513 1.5514 2.5411
C 0.4237 -4.3819 -1.8508
C 3.8029 -1.8960 -0.5565
C 1.3940 -2.4361 -0.8678
C 4.7852 -1.1313 0.0519
C -0.7320 2.8966 2.9313
C -0.8208 -0.0925 -3.6360
C -0.3109 5.1172 1.6108
C -3.1917 1.4499 0.4761
C -0.9210 0.3385 3.3644
C -4.5878 -1.9138 -0.4341
H 2.5361 -4.0989 -1.6045
H -0.4254 -1.1021 -3.5423
H 3.5663 1.5649 2.6068
H 0.0634 2.9508 -0.1279
H 2.2539 2.0972 1.5606
H 5.1294 0.4715 1.4260
H 5.8328 -1.3365 -0.1223
H -0.7670 0.2392 -4.6681
H -4.1051 1.9280 0.1267
H -3.4818 -3.5995 -1.1628
H 1.9568 0.8690 2.7978
H -5.5527 -2.3944 -0.5234
H 0.5281 -5.3496 -2.3221
H -5.3633 -0.0330 0.2354
H -0.8842 5.6393 2.3725
H 2.2530 -0.5059 -3.0746
H 2.9570 0.9669 -2.3640
H -1.0026 3.2726 3.9036
H -2.3448 1.9494 0.0213
H -0.6940 5.4070 0.6322
H 0.7254 5.4494 1.6829
H -1.8325 0.4745 3.9450
H -1.7187 -4.4321 -1.8761
H 2.4122 0.9738 -4.0566
H -1.0239 -0.5496 2.7421
H -0.1120 0.1656 4.0769
H -3.1454 1.5869 1.5574
H 4.0738 -2.7103 -1.2121
H -1.8549 -0.0632 -3.2977

Results of the Löwdin charge analysis, in e, for atoms 1 through 4: 1.25, 0.86, -0.13, 0.06

Record 5
This record from OMol25 describes CH3IO3S as an isolated structure. The level of theory is the ωB97M-V functional and the def2-TZVPD basis.

The value obtained for the LUMO energy is -1.11 eV. The calculation puts the energy above the lowest of the compared OMol25 structures with the same formula, charge and spin at 1.2393 eV.

Element x y z (Å)
I -2.9830 -1.3251 0.0379
S -0.7759 0.9855 0.0407
O -0.1169 -0.4061 0.5662
O -0.2755 1.1947 -1.2941
O -2.3288 0.5264 0.2047
C 1.3327 -0.2711 0.2215
H 1.8801 0.2617 0.8866
H 1.8677 -1.2383 0.1313
H 1.3997 0.2724 -0.7949

Results of the Löwdin charge analysis, in e, for atoms 1 through 4: 0.94, 0.80, -0.46, -0.41

Record 6
This record from OMol25 describes C43H54BILaN9O3 as an isolated structure. The level of theory is the ωB97M-V functional and the def2-TZVPD basis.

The value obtained for the LUMO energy is 4.27 eV. The net charge is -2. The calculation puts the energy above the lowest of the compared OMol25 structures with the same formula, charge and spin at 0.0000 eV.

Element x y z (Å)
La -0.3163 -0.5817 0.9175
I -0.7627 -1.2675 4.1172
O 3.0392 -5.5063 -2.7915
O -1.5007 -0.0243 -1.0462
O 2.1034 -0.7160 -0.3403
N -1.9566 2.2630 2.2841
N 1.3284 1.0511 2.5471
N -2.6306 1.1208 -2.7869
N 0.5219 1.9878 3.1218
N -0.0863 2.2056 -0.1036
N -2.3589 1.0282 1.8457
N -0.0079 3.1205 0.8963
N 0.7761 -3.0738 -0.1142
N 4.5174 -1.1537 -2.9502
C -1.3524 -5.9100 1.0081
C 1.3792 -0.8840 -5.9782
C 0.3873 4.3123 0.4248
C -4.7034 -1.0034 2.8207
C -1.2473 -3.0424 1.0925
C 0.5649 4.1929 -0.9311
C 4.4397 0.5905 -1.2787
C -2.3343 -5.1772 1.6771
C 2.7250 -1.2899 -1.3006
C -3.0396 2.0577 -1.7565
C -0.3120 -5.2288 0.3913
C 2.3594 -2.5455 -1.8464
C 0.5063 -0.4871 -6.9850
C 4.2694 0.2012 2.0558
C -0.1419 0.7624 -2.8714
C -0.5738 0.3257 -6.6603
C 0.1019 0.3585 -4.3244
C 2.0488 1.4751 4.6285
C -3.7822 0.6251 -3.5059
C -0.6160 3.2420 -3.5405
C -4.5772 -0.1336 1.5610
C 1.1706 -0.4698 -4.6647
C 0.2400 2.8418 -1.2288
C 0.2369 2.2861 -2.6713
C 2.8507 -1.6842 2.9016
C 3.8855 -0.6607 -1.9028
C 0.9420 2.2515 4.3663
C -4.1703 -0.9584 0.3383
C -0.7672 0.7458 -5.3488
C -3.6930 1.0509 1.8524
C 1.2556 -3.3224 -1.2599
C -1.5286 0.1802 -2.3946
C -4.1620 2.2987 2.2982
C 2.2533 0.7371 3.4506
C -1.7341 -1.2150 -3.0117
C 2.7025 -4.3636 -3.5962
C -0.3009 -3.8326 0.4445
C 1.6893 2.4333 -3.1756
C 4.1003 -2.3258 -3.4802
C -2.2662 -3.7844 1.7110
C -3.0259 3.0293 2.5551
C 3.3546 -0.2649 3.1873
C 3.0566 -3.0485 -2.9597
B -0.5071 2.8353 2.3291
H 2.0297 3.4638 -3.0455
H 0.4952 -5.7700 -0.0955
H 3.2796 -4.4713 -4.5135
H -1.6306 1.3561 -5.1062
H 3.9331 -0.2921 4.1125
H -0.6072 3.8995 2.9018
H -0.8812 -1.8274 -2.6991
H -5.1937 -0.4541 3.6329
H 3.6784 1.1316 -0.7190
H -0.3718 3.1042 -4.5976
H 2.6240 1.4219 5.5405
H 0.4844 5.1601 1.0871
H -1.8047 -1.2744 -4.0982
H 0.8736 4.9713 -1.6112
H -5.2874 -1.9066 2.6079
H 3.7150 0.1969 1.1182
H 2.2268 -1.5228 -6.2012
H 2.1650 -2.0419 3.6696
H -3.3902 -1.6799 0.5799
H -2.6329 -1.6350 -2.5558
H -1.3812 -6.9934 0.9927
H -1.2743 0.6321 -7.4292
H 1.7653 2.1814 -4.2366
H -3.0361 -3.2651 2.2790
H 2.3324 -1.7289 1.9407
H -3.7764 -0.3419 -0.4690
H -3.1391 -5.6952 2.1943
H -3.8562 1.6687 -1.1297
H 3.6988 -2.3718 2.8194
H 0.8360 -4.1479 -1.8460
H 2.3610 1.7800 -2.6175
H 2.7480 -5.3362 -1.8893
H 5.1261 -0.4752 1.9466
H 4.6443 1.2144 2.2324
H -3.4015 2.9841 -2.2255
H -5.1926 2.6052 2.4127
H 4.6472 -2.7011 -4.3410
H -3.5132 -0.0185 -4.3411
H 0.4212 2.9792 4.9707
H -4.4910 0.0707 -2.8642
H -3.7119 -1.3049 3.1776
H -0.3836 4.2755 -3.2898
H 4.8626 1.2262 -2.0567
H 0.6593 -0.8123 -8.0065
H -2.2154 2.3040 -1.0920
H -2.8913 4.0415 2.9070
H 1.8580 -0.7956 -3.8858
H -5.0297 -1.5267 -0.0273
H -5.5608 0.3001 1.3642
H 5.2393 0.3390 -0.5740
H 0.5910 0.2190 -2.2641
H -1.6861 3.0758 -3.4035
H 1.6461 -4.3935 -3.8709
H -4.3378 1.4738 -3.9220

Results of the Löwdin charge analysis, in e, for atoms 1 through 4: 1.75, -0.04, -0.07, -0.42

Record 7
This record from OMol25 describes C60H34BrI4N6OPb as an isolated structure. The level of theory is the ωB97M-V functional and the def2-TZVPD basis.

The value obtained for the LUMO energy is -4.69 eV. The net charge is +1.

Element x y z (Å)
Pb 0.0631 -0.1775 -0.2470
I -1.1744 7.0917 6.6326
I 4.5792 6.6771 -5.9257
I -4.4346 -5.9569 6.5226
I 5.2988 -5.9558 -6.8078
Br -4.0817 2.5565 -6.0772
O -1.8196 1.4187 -0.6697
N -0.8496 0.1023 1.8797
N 0.7457 2.0435 0.1437
N 0.0557 -2.4425 -1.1475
N -2.2827 -1.1662 -1.0534
N 1.6649 -0.0640 -2.0795
N 0.4014 -2.1951 1.7892
C -0.6308 3.5476 3.3037
C -0.5009 -3.3068 -0.3273
C 0.7648 4.1885 0.8959
C -3.2937 2.1345 -4.4050
C 0.3314 2.8379 1.1484
C 1.0571 -3.0806 -1.8323
C 0.2369 4.8393 5.1460
C -2.2412 -3.9597 1.3712
C 1.7301 4.3533 -3.5944
C 2.6501 -3.2674 -3.6876
C -1.8147 4.2762 3.3651
C -1.5301 0.8381 3.9094
C -1.7312 -0.5115 3.8541
C 1.0981 -4.4474 -1.3812
C -0.9414 1.2286 2.6518
C -1.9957 -6.0143 4.7994
C -0.5548 -4.4856 3.2565
C -4.0659 -4.1944 -0.1096
C 2.5229 3.4804 -2.8544
C -2.7704 3.1923 -3.6195
C -1.3149 -0.9319 2.5467
C 1.4175 4.1742 -0.2957
C 1.9261 2.4104 -2.0101
C 0.1154 -4.5828 -0.4371
C 0.7422 -4.1387 3.1654
C 4.4940 4.4805 -3.8188
C -3.3982 -3.9601 4.4971
C -2.7958 -3.2617 3.5333
C -0.9458 5.5586 5.1932
C 3.9505 -2.8881 -4.0405
C -3.3423 -4.6476 1.0280
C 1.8448 -2.4399 -2.7871
C 4.1610 -4.8097 -5.4534
C -2.7279 0.5367 -2.6822
C -3.7718 -3.0035 -0.7020
C -3.2356 0.8456 -3.9712
C 1.9355 -1.0201 -2.9879
C 1.1738 -2.9987 2.3944
C 4.6947 -3.6439 -4.9228
C -0.9200 -5.8386 3.7747
C -2.6781 -0.7836 -2.2534
C 2.3100 5.2627 -4.4617
C 2.4566 0.9304 -3.9711
C -2.2463 2.9338 -2.3966
C -1.6428 -2.8563 0.5807
C 0.3927 3.8452 4.1984
C 1.9967 1.1402 -2.6211
C 2.8829 -5.2192 -5.1032
C -0.4246 2.4669 2.3045
C 1.3924 2.8143 -0.7718
C 3.6896 5.3214 -4.5705
C -1.0248 -2.2978 1.9586
C 2.4132 -0.4088 -4.1992
C -2.5985 -2.2448 -0.4027
C -1.9702 5.2847 4.3020
C 2.1346 -4.4475 -4.2364
C -3.0374 -5.2314 5.0735
C -1.5969 -3.5785 2.6822
C 3.9087 3.5572 -2.9734
C -2.2412 1.6116 -1.8279
H 1.1207 -4.7411 -4.0082
H -2.8830 5.8607 4.3312
H 2.2362 -2.8566 2.2509
H -3.2936 -2.3668 3.1892
H -2.8852 -1.5516 -3.0007
H -3.6085 0.0424 -4.5896
H 1.5128 -4.7737 3.5760
H -4.9242 -4.7622 -0.4349
H 1.3136 3.2845 4.1520
H 2.4700 -6.1290 -5.5133
H 1.8040 -5.1903 -1.6926
H -4.3037 -3.5294 4.9024
H -1.2221 -6.4486 2.9110
H -1.7386 1.4814 4.7422
H -4.4369 -2.5991 -1.4517
H 5.5684 4.5340 -3.9017
H 5.6891 -3.3293 -5.1990
H 4.3869 -2.0057 -3.5959
H -2.8017 4.2003 -4.0088
H 2.6494 -0.9169 -5.1136
H -3.7480 -5.4309 1.6462
H 1.6899 5.9163 -5.0563
H -2.1011 -1.1302 4.6477
H -0.0127 -6.2956 4.1789
H 2.7519 1.6894 -4.6676
H -1.8434 3.7217 -1.7761
H 1.0386 5.0557 5.8344
H -2.6118 4.0692 2.6667
H 0.5956 5.0358 1.5319
H -1.9060 -6.9523 5.3276
H 1.8782 4.9998 -0.7996
H 0.6543 4.2966 -3.5173
H -0.1433 -5.4521 0.1348
H 4.5310 2.8867 -2.4002

Results of the Löwdin charge analysis, in e, for atoms 1 through 4: 1.58, 0.86, 0.86, 0.86